No. 1
The following is a quantum chemistry calculation of a molecular structure, C5H8N2 at a distorted geometry, from the Open Molecules 2025 dataset.

Summary:
Energy relative to the best compared isomer or geometry (same formula, charge and spin)   6.377 eV
Maximum force   2.83 eV/A
HOMO (spin up / spin down)   -8.42 / -8.42 eV
Total energy   -304.60113 hartree
HOMO-LUMO gap (spin up / spin down)   8.01 / 8.01 eV

Geometry as XYZ:
```
15
Properties=species:S:1:pos:R:3:forces:R:3
H 1.01312 0.76654 -2.46339 -0.233 0.094 0.040
H 1.74281 -1.27466 2.96798 -0.154 0.351 -0.124
H -0.86303 -0.60711 1.77422 -0.089 0.136 0.131
H 0.00205 0.99440 1.81664 -0.225 0.008 0.123
C -0.29027 0.13343 1.21954 1.484 -0.649 0.810
N 1.91227 -1.22829 1.97019 0.549 -0.283 -0.579
H -0.30701 -1.57459 -1.43395 0.096 -0.247 -0.126
H 1.04812 -0.76680 -0.37502 0.973 0.481 1.481
C 1.25642 -0.68856 1.10676 -2.620 0.330 -1.020
H -2.21957 1.96574 -0.11572 -0.066 -0.058 0.010
C -1.58793 1.28310 -0.67678 -0.259 0.022 0.168
C 0.23298 -0.62565 -1.41915 -2.076 0.509 0.766
H -1.66418 1.31281 -1.75633 0.087 -0.023 0.016
C -0.79734 0.43508 -0.06111 1.885 -0.633 -1.963
N 0.52157 -0.12545 -2.55387 0.647 -0.039 0.266
```
Positions in Å, forces in eV/Å.


No. 2
The following is a quantum chemistry calculation of C5H8N2 in the gas phase at a distorted geometry, from the Open Molecules 2025 dataset.

Summary:
Energy relative to the best compared isomer or geometry (same formula, charge and spin)   2.962 eV
Maximum force   8.64 eV/A
2S+1   3
HOMO (spin up / spin down)   -4.37 / -9.25 eV
Total energy   -304.55928 hartree
HOMO-LUMO gap (spin up / spin down)   5.21 / 6.48 eV

Geometry as XYZ:
```
15
Properties=species:S:1:pos:R:3:forces:R:3
C -1.18105 -0.49569 1.06889 0.686 -0.727 0.048
H 1.51038 -1.06513 -1.56217 -0.694 0.060 -1.335
C 1.29030 -0.19146 0.27345 -0.414 0.175 -0.441
H -1.94724 -0.10192 1.73255 -0.028 0.679 -0.406
N 1.15555 0.35714 1.38609 0.424 0.996 1.115
H 2.04254 -1.95625 -0.24494 0.389 -1.682 0.584
C 2.02039 -0.98888 -0.64782 0.350 0.445 -0.345
H -0.68602 -1.23826 1.69237 0.322 0.106 0.181
H -1.53590 2.63144 -1.55605 -0.128 0.005 0.814
N -0.35751 1.61250 -0.27507 6.331 -4.054 4.262
H -1.62982 -1.15473 0.31010 -0.174 0.749 -0.257
H -2.20891 1.05889 -0.97713 -0.533 -1.191 -0.203
C -0.05038 0.39613 0.50307 -3.440 2.248 -0.346
H 3.00447 -0.62952 -0.82198 1.095 0.267 -0.159
C -1.42680 1.76575 -0.88135 -4.185 1.923 -3.511
```
Positions in Å, forces in eV/Å.


No. 3
The following is a quantum chemistry calculation of C5H8N2 in the gas phase at a distorted geometry, from the Open Molecules 2025 dataset.

Summary:
Energy relative to the best compared isomer or geometry (same formula, charge and spin)   3.714 eV
Maximum force   3.90 eV/A
2S+1   3
HOMO (spin up / spin down)   -6.53 / -10.17 eV
Total energy   -304.53167 hartree
HOMO-LUMO gap (spin up / spin down)   7.18 / 8.87 eV

Geometry as XYZ:
```
15
Properties=species:S:1:pos:R:3:forces:R:3
C 1.43740 -0.69922 0.54214 2.919 2.575 -0.257
H -0.98375 0.13115 1.44347 -0.890 0.510 0.527
H 1.54678 -0.03229 1.46940 -0.830 -1.175 -1.104
C -0.46627 -1.18205 -0.80865 -1.757 1.241 1.677
C -0.25333 1.17215 -0.73409 1.941 2.479 2.145
H 2.50574 -0.63073 0.12677 -1.183 -0.259 0.765
H 0.45059 2.02687 -0.68617 -0.194 -0.294 -0.287
C -1.51215 -1.18234 -0.15186 2.295 -1.673 -2.555
N -1.46712 1.05741 1.35398 0.906 -1.259 1.948
N -1.35488 1.60542 0.27072 1.199 -0.963 -2.933
H 1.28941 -1.75696 0.70638 -0.450 0.104 0.431
H 1.30005 -0.06629 -1.46089 -0.218 0.196 -0.556
C 0.58526 -0.13234 -0.65311 -0.576 -1.253 0.707
H -2.40007 -1.43966 0.26462 -2.186 -0.453 1.007
H -0.67765 1.12887 -1.68273 -0.977 0.224 -1.516
```
Positions in Å, forces in eV/Å.


No. 4
The following is a quantum chemistry calculation of C5H8N2O in the gas phase at a distorted geometry, from the Open Molecules 2025 dataset.

Summary:
Energy relative to the best compared isomer or geometry (same formula, charge and spin)   5.981 eV
Maximum force   2.82 eV/A
HOMO (spin up / spin down)   -8.77 / -8.77 eV
Total energy   -379.86837 hartree
HOMO-LUMO gap (spin up / spin down)   8.42 / 8.40 eV

Geometry as XYZ:
```
16
Properties=species:S:1:pos:R:3:forces:R:3
C -1.15723 -0.62340 -0.03606 -0.367 -1.759 0.886
H -1.01206 -1.66456 -1.82359 0.940 0.473 -2.620
H 2.55604 0.27930 0.16049 -0.323 0.996 0.036
N -2.16642 -0.00367 0.40608 -0.216 0.134 -0.828
H -2.38618 -2.02570 -0.94129 -1.569 -0.504 0.010
H 0.93937 -0.95534 0.95452 -1.620 0.908 -0.736
H 0.03682 1.84409 -0.50201 0.103 -1.388 0.344
C 2.06088 1.28288 0.06557 0.667 -0.731 -1.117
C -1.36274 -1.83074 -0.87618 0.955 0.143 1.725
H -0.80573 -2.68497 -0.51391 -0.034 -0.263 0.365
C 0.13993 -0.20416 0.60287 -0.119 -0.578 -0.667
O -2.00986 0.99773 1.14904 2.008 0.721 0.864
C 0.59069 1.13211 0.16577 -0.802 0.926 -0.189
H 2.52458 1.97049 0.75124 0.175 0.510 0.028
H 2.11517 1.57041 -1.00503 1.002 0.180 0.674
N -0.06326 0.91556 1.44248 -0.800 0.232 1.223
```
Positions in Å, forces in eV/Å.


No. 5
The following is a quantum chemistry calculation of a molecular structure, C5H8N2O at a distorted geometry, from the Open Molecules 2025 dataset.

Summary:
Energy relative to the best compared isomer or geometry (same formula, charge and spin)   6.140 eV
Maximum force   9.77 eV/A
HOMO   -9.27 eV
Total energy   -379.86254 hartree
HOMO-LUMO gap   9.83 eV

Geometry as XYZ:
```
16
Properties=species:S:1:pos:R:3:forces:R:3
C -0.09682 0.98909 -1.37360 2.110 -5.511 4.878
H -0.68911 1.94475 0.83856 1.153 -2.589 4.081
C 1.00695 0.17540 -0.39432 4.219 -0.149 0.215
C 0.47845 -1.36197 -0.53453 2.056 -0.773 -0.792
H 0.67959 -0.50557 1.91730 0.103 -0.207 -2.525
H 0.23565 1.39313 2.59836 -2.485 0.141 -3.558
H 2.16130 0.42091 -0.36819 -2.394 -0.145 -0.630
N -0.44989 1.09703 1.69838 2.299 4.033 -0.203
H 0.52005 -1.88603 -1.53197 -0.947 1.266 0.414
O 0.15891 1.77821 -2.15006 0.303 3.844 -4.023
C 0.30713 0.03776 0.96844 -0.669 3.421 4.165
H -1.93033 -0.46452 -1.46979 2.801 4.067 1.484
N -1.19837 0.33095 -0.88288 -4.094 -2.647 -1.824
H -1.54936 -1.19828 0.47438 1.111 1.322 0.374
C -0.67556 -0.52582 0.15029 -4.406 -8.534 -1.803
H 1.04140 -2.22504 0.05963 -1.160 2.460 -0.253
```
Positions in Å, forces in eV/Å.


No. 6
The following is a quantum chemistry calculation of C5H8N2O in the gas phase at a distorted geometry, from the Open Molecules 2025 dataset.

Summary:
Energy relative to the best compared isomer or geometry (same formula, charge and spin)   2.116 eV
Maximum force   4.85 eV/A
HOMO   -8.97 eV
Total energy   -380.01042 hartree
HOMO-LUMO gap   9.62 eV

Geometry as XYZ:
```
16
Properties=species:S:1:pos:R:3:forces:R:3
C -2.17831 -0.66886 0.83159 -1.325 -0.486 0.419
H 0.34774 2.19747 -0.82732 0.201 0.581 -3.266
C -1.18177 -1.48094 0.26568 0.413 2.303 0.198
N -0.59214 0.68020 0.29268 -0.755 -0.988 -0.213
N -1.86659 0.58792 0.83934 1.568 2.866 -0.257
O 1.49806 -0.15268 -1.64152 -2.390 0.317 -1.544
C 1.19061 -0.83544 -0.49925 0.641 -0.472 2.279
H 1.33993 1.53865 0.52245 -1.548 0.516 -0.691
C 0.30666 1.81601 0.10678 -0.340 -0.469 4.815
H -3.17070 -0.80563 1.27663 0.514 -0.763 -0.386
H -1.03256 -2.49603 0.13079 -0.246 -1.717 -0.123
H 1.94134 -0.73131 0.34615 -0.738 0.991 -0.550
C -0.21343 -0.54530 -0.04085 1.609 -1.865 -0.365
H 2.35821 0.14854 -1.68777 2.760 0.793 0.075
H -0.13125 2.61754 0.71696 0.380 -0.144 0.123
H 1.38418 -1.87013 -0.63233 -0.744 -1.462 -0.514
```
Positions in Å, forces in eV/Å.


No. 7
The following is a quantum chemistry calculation of a molecular structure, C5H8N2O at a distorted geometry, from the Open Molecules 2025 dataset.

Summary:
Energy relative to the best compared isomer or geometry (same formula, charge and spin)   5.044 eV
Maximum force   2.82 eV/A
HOMO   -8.30 eV
Total energy   -379.90282 hartree
HOMO-LUMO gap   7.63 eV

Geometry as XYZ:
```
16
Properties=species:S:1:pos:R:3:forces:R:3
H 1.24273 2.19063 0.18306 -0.049 0.023 0.020
O -0.29831 -0.02880 -2.43845 0.901 -0.323 1.585
H 1.39507 0.17621 -1.27169 -0.062 -0.536 -0.094
C 0.59047 1.54168 0.77059 0.038 0.050 -0.113
H -1.15740 1.53837 -0.55604 0.084 0.098 0.053
N 1.26905 -2.14899 0.14855 -0.072 0.274 -0.805
N -1.96104 -0.90288 0.91731 -0.073 -0.373 0.132
H 0.08065 2.14899 1.52121 0.029 -0.073 -0.071
C -0.40478 0.84773 -0.15983 0.230 0.570 -0.426
H -2.84636 -0.51029 1.22476 0.232 0.303 0.008
H 1.85348 -1.41877 0.56419 -0.213 -0.095 0.199
H -0.48710 -2.34527 -0.89786 0.174 -0.008 -0.091
C 0.29637 0.07779 -1.35069 -1.187 2.300 -1.131
C -1.02055 -0.30850 0.44983 0.940 -1.753 -1.426
C 0.22669 -1.67884 -0.39915 -0.936 -0.442 2.197
H 1.22103 0.82093 1.29422 -0.036 -0.014 -0.037
```
Positions in Å, forces in eV/Å.


No. 8
The following is a quantum chemistry calculation of a molecular structure, C5H8N2O at a distorted geometry, from the Open Molecules 2025 dataset.

Summary:
Energy relative to the best compared isomer or geometry (same formula, charge and spin)   9.066 eV
Maximum force   6.81 eV/A
HOMO   -8.83 eV
Total energy   -379.75501 hartree
HOMO-LUMO gap   9.59 eV

Geometry as XYZ:
```
16
Properties=species:S:1:pos:R:3:forces:R:3
H -0.96298 1.76330 -0.29672 -3.033 0.833 3.431
H -2.62962 1.63391 1.15162 1.696 0.049 -1.038
C 1.31131 -1.00877 -0.95878 -2.344 0.689 -0.814
H 2.15446 -1.47802 -1.31598 1.161 -1.478 -2.282
C -1.52967 1.84045 0.91330 3.730 2.105 -0.655
O -1.04809 -0.30643 -0.98292 1.859 -1.532 -0.748
H 2.68004 -0.21051 0.04805 2.968 1.794 0.589
H 0.86033 1.16019 -0.17035 -2.087 -1.086 1.583
H -0.58911 -1.41295 0.65892 -0.189 -3.600 1.180
C -0.59031 0.64291 1.48262 -0.689 -0.097 -2.941
C 0.63908 0.24927 0.58833 -1.587 6.440 -1.545
H -0.60307 0.25981 2.46472 -0.547 -0.264 1.038
H -1.30462 3.07895 1.32398 -0.434 -3.996 -1.026
N 0.17966 -0.96557 -1.68908 1.527 0.389 2.252
N 1.77975 -0.44436 0.24311 -3.475 -5.049 -0.003
C -0.65318 -0.46948 0.32802 1.445 4.801 0.979
```
Positions in Å, forces in eV/Å.


> Which value of total energy does entry 7 give?

-379.90282 hartree